[1]
Computed, not measured: a structure of composition C35H78F3MgN2O13S6, with ωB97M-V/def2-TZVPD.

Atoms and positions in Å:
Mg  2.6465  -6.6124  2.5759
C  0.4438  -0.4351  1.1525
O  0.3283  -0.3502  -0.2635
O  0.9407  -1.7620  1.3589
C  1.1063  0.8016  1.7788
F  1.6988  0.6149  2.9569
F  2.1025  1.2399  0.9902
F  0.3746  1.9340  1.9425
C  -0.1425  0.8399  -0.8666
C  -0.2365  0.6452  -2.4104
H  -0.6567  1.5415  -2.8668
H  0.7398  0.5637  -2.8882
H  -0.8155  -0.2042  -2.7728
H  0.6248  1.6113  -0.8017
H  -1.0860  1.1894  -0.4474
H  -0.5866  -0.4033  1.5064
C  3.5136  -4.7326  -12.0665
C  3.2803  -3.8638  -10.9166
N  3.0682  -3.1215  -10.0303
H  4.4122  -5.3037  -11.8331
H  3.6659  -4.1964  -13.0032
H  2.6852  -5.4393  -12.1151
C  -2.9429  -5.6339  -9.8226
C  -2.6566  -5.0853  -11.1385
N  -2.4478  -4.7012  -12.2410
H  -4.0249  -5.6674  -9.6958
H  -2.4754  -5.0546  -9.0264
H  -2.4615  -6.6114  -9.8527
C  -7.3696  0.0855  -5.5076
S  -7.8994  -1.4632  -4.8004
O  -7.0118  -2.5221  -5.4684
C  -7.3405  -1.2547  -3.0463
H  -6.3629  0.4012  -5.2335
H  -8.0375  0.9107  -5.2605
H  -7.3735  0.0437  -6.5968
H  -8.0506  -0.5983  -2.5432
H  -6.3164  -0.8991  -2.9333
H  -7.4742  -2.2382  -2.5957
C  6.2799  7.6392  8.3746
S  6.5259  7.3691  6.5877
O  8.0603  7.2490  6.4642
C  5.9197  5.6664  6.7510
H  5.2874  7.3745  8.7394
H  6.4647  8.6797  8.6417
H  7.0160  7.0765  8.9487
H  6.2979  5.1343  5.8780
H  4.8378  5.5637  6.6676
H  6.2342  5.2774  7.7194
C  1.4869  -5.9662  9.0170
S  1.0754  -7.6140  8.2673
O  1.3378  -7.4295  6.7779
C  2.5578  -8.5138  8.9118
H  2.5538  -5.7483  8.9683
H  1.1923  -6.0070  10.0656
H  0.8962  -5.2504  8.4453
H  2.7360  -9.4588  8.3987
H  2.5136  -8.6941  9.9858
H  3.3797  -7.8357  8.6822
C  -3.4285  -6.9287  1.6260
S  -2.4919  -7.6951  0.2334
O  -1.0204  -7.5023  0.5165
C  -2.8629  -6.3448  -0.9896
H  -3.2097  -7.4621  2.5510
H  -4.5013  -6.9351  1.4332
H  -3.1599  -5.8886  1.8113
H  -2.4800  -5.3750  -0.6717
H  -3.9313  -6.3060  -1.2018
H  -2.4661  -6.6371  -1.9618
C  4.7911  -3.5556  -3.3083
S  5.3364  -5.2442  -2.8205
O  4.6125  -5.6359  -1.5356
C  4.4707  -6.1083  -4.1573
H  4.9584  -2.7757  -2.5654
H  3.7427  -3.4378  -3.5825
H  5.2387  -3.2509  -4.2543
H  4.8472  -5.7735  -5.1239
H  3.4457  -5.7410  -4.2081
H  4.5624  -7.1945  -4.1646
C  8.9096  -5.4254  6.4964
S  8.0853  -4.8205  4.9339
O  6.5920  -5.1980  5.0986
C  8.1113  -2.9960  5.2739
H  9.8298  -4.8471  6.5796
H  9.0834  -6.4923  6.3558
H  8.3808  -5.2657  7.4361
H  7.3603  -2.7239  6.0156
H  7.8262  -2.3804  4.4207
H  9.0726  -2.5972  5.5978
C  -8.1792  8.2622  -8.2939
C  -7.7456  7.6926  -6.9323
O  -8.5662  7.2974  -6.0812
C  -6.3080  7.8004  -6.4638
H  -8.1868  9.3510  -8.2444
H  -9.2305  7.9990  -8.4102
H  -7.6284  7.9845  -9.1925
H  -6.1601  8.0752  -5.4194
H  -5.7208  8.3668  -7.1867
H  -5.8686  6.8032  -6.4395
C  2.7418  6.2081  -9.3412
C  1.3035  5.7603  -9.1000
O  0.7182  5.8451  -8.0453
C  0.4871  5.2337  -10.2903
H  3.2878  5.3062  -9.6178
H  3.1275  6.6493  -8.4221
H  2.8152  6.9628  -10.1242
H  -0.4091  4.7951  -9.8513
H  0.9720  4.3896  -10.7806
H  0.1644  6.0753  -10.9032
C  -0.6661  7.3640  -0.6265
C  -0.2865  7.6233  0.8357
O  -1.1221  7.4338  1.6973
C  1.1026  8.2813  1.2098
H  0.2089  7.0613  -1.2017
H  -1.1760  8.2337  -1.0410
H  -1.2684  6.4577  -0.6891
H  1.8796  7.7532  0.6570
H  1.4165  8.2401  2.2528
H  1.0215  9.3309  0.9275
C  -5.9568  0.3347  4.5820
C  -6.0194  -1.0330  5.2788
O  -5.0646  -1.4516  5.9546
C  -7.2465  -1.9146  4.9512
H  -6.0273  0.2278  3.4996
H  -5.0427  0.9036  4.7524
H  -6.7575  0.8875  5.0733
H  -7.2330  -2.2678  3.9201
H  -8.0785  -1.2157  5.0377
H  -7.4366  -2.7787  5.5879
C  1.2102  1.6323  10.6826
C  0.4276  2.8751  10.4844
O  0.8041  3.9752  10.9132
C  -0.9270  2.7972  9.8379
H  1.3990  1.0351  9.7904
H  0.7225  0.9556  11.3843
H  2.1852  1.8663  11.1099
H  -1.4969  1.9832  10.2860
H  -0.8226  2.6438  8.7638
H  -1.5844  3.6654  9.8842

- Electronic energy: -145743.88484 eV
- HOMO energy: -10.069 eV
- Charge: +1

---

[2]
Computed, not measured: a structure of composition C32H27BrCl3KN3O5, with ωB97M-V/def2-TZVPD.

Atoms and positions in Å:
K  1.1694  0.2529  -0.3663
Cl  7.1112  -5.4046  -0.1866
C  5.6784  -4.4149  -0.3700
C  5.7097  -3.0791  -0.0082
C  4.5748  -2.3116  -0.1605
Cl  4.6266  -0.6366  0.3197
C  3.3324  -2.7896  -0.6865
O  2.3007  -2.0759  -0.8127
C  3.3932  -4.1825  -1.0139
Cl  1.9387  -4.9250  -1.6338
C  4.5151  -4.9728  -0.8703
H  6.6112  -2.6366  0.3928
H  4.4768  -6.0173  -1.1470
Br  1.6989  8.1710  -1.8857
C  1.5148  6.9888  -0.4034
C  1.2905  7.5279  0.8535
C  1.1569  6.6638  1.9315
C  1.2370  5.2909  1.7433
C  1.4642  4.7680  0.4767
C  1.6105  5.6255  -0.6082
C  1.5185  3.2592  0.2577
O  1.8753  2.8535  -0.8573
O  1.1372  2.5492  1.2347
H  1.2219  8.5991  0.9844
H  0.9871  7.0697  2.9211
H  1.1259  4.6035  2.5708
H  1.7941  5.2024  -1.5861
C  -2.7338  -0.2410  2.0487
O  -2.4160  -1.3498  2.9052
C  -1.1946  -1.8953  2.5705
C  -0.0293  -1.4773  3.1890
C  1.1861  -2.0380  2.8193
C  1.2316  -3.0190  1.8383
C  0.0651  -3.4462  1.2270
C  -1.1451  -2.8755  1.5857
N  -2.3799  -3.3015  1.0305
C  -2.6627  -3.7223  -0.2069
C  -1.9970  -3.5295  -1.3976
C  -2.4012  -4.3288  -2.5259
C  -1.7559  -4.2532  -3.7084
C  -0.6295  -3.3662  -3.8410
C  -0.2426  -2.5512  -2.8395
C  -0.9806  -2.4951  -1.5871
O  -0.7894  -1.6087  -0.7488
H  -2.0734  0.6015  2.2626
H  -3.7655  0.0361  2.2569
H  -2.6082  -0.5087  0.9983
H  -0.0921  -0.6992  3.9391
H  2.1014  -1.6938  3.2828
H  2.1802  -3.4356  1.5284
H  0.1009  -4.1924  0.4446
H  -3.1216  -3.3725  1.7095
H  -3.5778  -4.3083  -0.2511
H  -3.2267  -5.0213  -2.3939
H  -2.0549  -4.8716  -4.5439
H  -0.0702  -3.3723  -4.7695
H  0.6382  -1.9260  -2.9034
C  -2.4477  4.9766  0.9218
C  -2.4867  3.6440  0.2499
C  -3.4014  3.0600  -0.5997
C  -2.8496  1.8015  -0.9270
N  -1.6879  1.6278  -0.3170
N  -1.4895  2.7527  0.3951
C  -3.4007  0.7408  -1.8246
H  -3.3413  5.5479  0.6757
H  -1.5736  5.5470  0.6009
H  -2.3922  4.8739  2.0069
H  -4.3292  3.4882  -0.9425
H  -0.6129  2.8237  0.9237
H  -4.4744  0.6197  -1.6721
H  -2.8993  -0.2066  -1.6235
H  -3.2404  0.9866  -2.8765

- Electronic energy: -172269.68661 eV
- HOMO energy: -4.550 eV
- Charge: -1
- Energy relative to the best compared isomer or geometry (same formula, charge and spin): 6.3 kcal/mol

---

[3]
Computed, not measured: a structure of composition C25H17F4FeN7O2S2Se4, with ωB97M-V/def2-TZVPD.

Atoms and positions in Å:
Fe  1.9504  0.1228  -0.9764
Se  0.5132  1.7458  -1.9663
Se  1.5706  2.6410  -3.8247
Se  3.7846  2.6604  -3.2899
Se  4.0202  0.9608  -1.7781
C  -0.5708  3.4268  2.5846
C  -0.1322  2.9190  1.1961
N  -1.0487  1.8936  0.7158
C  -2.3591  2.4825  0.4800
C  -2.8946  3.1214  1.7877
N  -1.9086  2.8011  2.8749
C  -1.7537  1.3086  3.0075
C  -1.1575  0.7989  1.6769
H  -0.7064  4.5070  2.6253
H  0.1088  3.1123  3.3735
H  0.8783  2.5217  1.2387
H  -0.1201  3.7319  0.4699
H  -3.0424  1.7063  0.1404
H  -2.2678  3.2378  -0.2999
H  -3.8527  2.7040  2.0936
H  -2.9768  4.2063  1.7384
H  -2.2569  3.1714  3.7547
H  -2.7441  0.9044  3.2123
H  -1.0870  1.1291  3.8487
H  -1.8103  0.0361  1.2632
H  -0.1731  0.3710  1.8439
F  -4.4538  -2.4094  -2.5553
C  -3.3600  -2.5071  -3.3209
C  -3.5058  -3.0406  -4.5705
F  -4.7275  -3.4244  -4.9375
C  -2.4258  -3.2152  -5.4711
C  -1.1810  -2.7887  -4.9526
C  -1.0468  -2.2581  -3.6997
F  0.1850  -1.8732  -3.3224
C  -2.1212  -2.0782  -2.8081
C  -1.9623  -1.4905  -1.5143
C  -0.7077  -1.2223  -0.9796
N  0.3223  -0.9920  -0.4987
C  -3.0480  -1.0042  -0.7402
N  -3.8453  -0.5570  -0.0337
F  -0.0843  -2.8790  -5.7018
C  -2.5776  -3.7634  -6.7653
C  -1.4876  -3.9792  -7.6516
N  -0.6475  -4.1913  -8.4110
C  -3.8345  -4.1474  -7.3072
N  -4.8211  -4.4633  -7.8115
O  1.2055  0.9422  3.7836
S  2.4411  1.1880  3.0748
O  2.8368  2.5658  2.9613
N  2.4032  0.4793  1.5879
C  3.2536  -0.5081  1.5053
S  3.4387  -1.3902  0.0875
C  4.0609  -0.7460  2.7367
C  5.0455  -1.6901  2.9680
C  5.6691  -1.6870  4.2090
C  5.3184  -0.7618  5.1913
C  4.3299  0.1874  4.9595
C  3.7245  0.1655  3.7210
H  5.3166  -2.4005  2.1984
H  6.4442  -2.4120  4.4186
H  5.8264  -0.7823  6.1462
H  4.0529  0.9120  5.7129

- Electronic energy: -369036.55438 eV
- HOMO energy (spin up / spin down): -7.403 / -8.035 eV
- 2S+1: 5
- Energy relative to the best compared isomer or geometry (same formula, charge and spin): 0.0 kcal/mol